A single C10H11N3O2 molecule in a non-equilibrium geometry. Source: OMol25; level of theory: ωB97M-V with the def2-TZVPD basis set.

Output
Charge: 0
Kohn-Sham gap: 0.346 Eh
SMILES string: O=C(NCCn1ccnc1)c1ccco1
Energy above the lowest of the compared OMol25 structures with the same formula, charge and spin: 160.9 kJ/mol

Each line ends with the Löwdin charge.
CARTESIAN COORDINATES (ANGSTROEM)
O 2.824 -1.593 -0.064  0.10
C 1.848 -1.049 0.394  -0.42
N 0.837 -1.711 1.068  0.07
C -0.405 -1.283 1.725  -0.16
C -1.655 -1.552 0.887  -0.13
N -1.735 -0.775 -0.355  -0.08
C -1.891 0.599 -0.579  -0.11
C -1.525 0.890 -1.830  -0.16
N -1.198 -0.301 -2.510  0.07
C -1.288 -1.223 -1.590  -0.19
C 1.727 0.455 0.245  -0.16
C 1.372 1.631 0.938  -0.04
C 1.529 2.683 0.031  -0.10
C 1.877 2.195 -1.191  -0.07
O 2.053 0.853 -1.006  0.02
H 1.078 -2.719 0.914  0.16
H -0.456 -1.813 2.711  0.13
H -0.264 -0.226 1.925  0.10
H -1.690 -2.644 0.534  0.14
H -2.607 -1.341 1.464  0.14
H -2.307 1.260 0.202  0.12
H -1.563 1.899 -2.236  0.10
H -1.010 -2.233 -1.703  0.11
H 1.105 1.652 2.019  0.12
H 1.377 3.761 0.204  0.11
H 1.965 2.584 -2.197  0.13

Cartesian forces, eV/Å:
O -0.3 -0.6 -0.1
C -0.6 1.8 0.9
N 1.2 -1.7 -1.0
C 1.0 -0.5 0.0
C -1.4 -0.7 -0.6
N 0.8 0.6 -1.5
C -0.6 0.1 2.8
C -0.3 -0.6 -1.0
N 0.2 0.8 0.8
C -0.3 0.9 0.6
C -0.5 2.3 -0.1
C 0.3 -2.6 1.1
C -0.4 2.5 -0.7
C 0.0 -1.6 1.7
O 0.0 -0.5 -1.5
H -0.9 1.0 0.7
H -0.2 0.4 -0.8
H -0.4 0.2 0.0
H 0.1 1.5 0.8
H 1.2 -0.3 -0.4
H 0.5 -0.5 -0.5
H 0.1 -0.6 -0.3
H 0.2 -1.0 -0.3
H 0.2 0.2 -1.2
H 0.0 -0.8 0.1
H 0.2 -0.1 0.3

---

A single C10H11N7O2S molecule in a non-equilibrium geometry. Source: OMol25; level of theory: ωB97M-V with the def2-TZVPD basis set.

Output
Charge: 0
Kohn-Sham gap: 0.321 Eh
SMILES string: Cn1c(=O)c2c(ncn2Cc2nnc(N)s2)n(C)c1=O
Energy above the lowest of the compared OMol25 structures with the same formula, charge and spin: 0.0 kJ/mol

Each line ends with the Löwdin charge.
CARTESIAN COORDINATES (ANGSTROEM)
C -2.497 -2.837 -0.040  -0.01
N -2.102 -1.442 0.066  0.03
C -0.868 -1.165 0.655  -0.36
O -0.141 -2.042 1.091  0.06
C -0.616 0.242 0.675  -0.07
C -1.520 1.174 0.190  -0.23
N -1.042 2.429 0.355  0.16
C 0.133 2.267 0.919  -0.12
N 0.442 0.978 1.155  -0.02
C 1.667 0.424 1.657  -0.13
C 2.668 0.281 0.559  -0.58
N 2.535 0.751 -0.620  0.01
N 3.545 0.495 -1.441  -0.01
C 4.496 -0.185 -0.895  -0.70
N 5.655 -0.507 -1.499  0.09
S 4.182 -0.594 0.801  1.05
N -2.707 0.804 -0.356  0.01
C -3.622 1.805 -0.860  0.00
C -3.027 -0.535 -0.439  -0.44
O -4.070 -0.916 -0.924  0.08
H -3.422 -3.003 0.512  0.10
H -1.692 -3.439 0.377  0.09
H -2.665 -3.095 -1.085  0.10
H 0.782 3.079 1.179  0.14
H 2.069 1.068 2.448  0.14
H 1.451 -0.566 2.074  0.12
H 6.216 -1.244 -1.107  0.09
H 5.688 -0.378 -2.496  0.11
H -3.115 2.419 -1.602  0.10
H -4.469 1.287 -1.306  0.09
H -3.957 2.443 -0.042  0.10

Cartesian forces, eV/Å:
C -0.1 -0.3 0.0
N 0.0 -0.2 0.0
C 0.1 0.4 0.1
O 0.2 -0.1 0.1
C -0.7 0.4 -0.4
C 1.2 -0.7 0.6
N -0.5 0.2 -0.3
C 0.1 -0.2 0.1
N -0.3 0.1 0.1
C 0.3 -0.1 0.3
C 0.7 -0.5 0.2
N -1.3 0.4 0.8
N 1.1 -0.2 -1.3
C -0.4 -0.1 1.1
N 0.6 -0.2 -0.2
S -0.4 0.4 -0.8
N -0.1 0.0 -0.1
C -0.2 0.2 -0.1
C 0.0 0.3 0.0
O -0.2 -0.2 -0.1
H 0.0 0.0 -0.1
H -0.1 0.1 -0.1
H 0.0 0.0 0.1
H 0.3 0.1 0.1
H -0.1 -0.1 -0.1
H 0.0 0.2 0.0
H 0.0 0.0 -0.1
H 0.0 0.0 0.0
H 0.0 0.0 0.0
H 0.1 0.1 0.1
H 0.0 0.0 0.0